1.
Below is a structure of composition C39H44BBrN8Ru, with properties calculated with ωB97M-V/def2-TZVPD.

The geometry in XYZ format:
```
94
Properties=species:S:1:pos:R:3
Ru 0.4587 0.4263 0.4186
C 2.3723 2.8189 -3.2252
C 1.8153 1.4258 -2.9479
C 2.2402 0.4348 -4.0337
C 0.3248 1.4419 -2.8175
C -0.6272 1.8798 -3.7573
C -1.8431 1.5813 -3.1867
N -1.6156 1.0180 -1.9885
N -0.2894 0.9424 -1.7517
B -2.5893 0.2927 -1.0738
N -2.5847 0.9797 0.3065
C -3.6327 1.4266 1.0110
C -3.1760 1.8604 2.2375
C -1.7896 1.6489 2.2007
N -1.4466 1.1300 1.0172
C -0.8199 1.8811 3.3152
C -0.5550 3.3721 3.5242
C -1.3233 1.2458 4.6135
N -2.1797 -1.1961 -0.9335
C -2.9942 -2.2652 -1.0141
C -2.2161 -3.4008 -1.0383
C -0.8926 -2.9174 -0.9765
N -0.8909 -1.5944 -0.9108
C 0.3831 -3.7111 -1.0640
C 0.4133 -4.8463 -0.0399
C 1.6198 -2.8278 -0.9437
H 3.4641 2.7969 -3.2505
H 2.0625 3.5258 -2.4556
H 2.0167 3.1886 -4.1919
H 2.2021 1.0719 -1.9925
H 1.8527 0.7373 -5.0103
H 1.8625 -0.5663 -3.8192
H 3.3294 0.3871 -4.1009
H -0.4445 2.3371 -4.7148
H -2.8515 1.7085 -3.5449
H -3.7063 0.3350 -1.5233
H -4.6242 1.3803 0.5915
H -3.7534 2.2660 3.0501
H 0.1010 1.3762 3.0312
H -1.4796 3.8844 3.8065
H -0.1684 3.8390 2.6184
H 0.1737 3.5187 4.3247
H -2.2278 1.7422 4.9765
H -0.5585 1.3337 5.3878
H -1.5489 0.1866 4.4763
H -4.0637 -2.1364 -1.0604
H -2.5503 -4.4228 -1.1058
H 0.3858 -4.1719 -2.0605
H 0.4956 -4.4458 0.9721
H 1.2709 -5.4986 -0.2174
H -0.4922 -5.4535 -0.0828
H 1.5869 -2.2234 -0.0341
H 1.6983 -2.1317 -1.7789
H 2.5217 -3.4442 -0.9143
C 5.5307 3.0399 -0.1595
C 5.0552 1.7153 -0.0977
C 3.7154 1.4656 0.0122
C 2.7539 2.5108 0.0653
C 1.3382 2.2528 0.1757
C 0.5160 3.3624 0.0934
C 0.9964 4.6804 -0.0165
C 2.3398 4.9285 -0.0511
C 3.2446 3.8412 -0.0302
C 4.6402 4.0743 -0.1299
H 6.5945 3.2313 -0.2363
H 5.7563 0.8899 -0.1256
H 3.3530 0.4482 0.0753
H -0.5589 3.2234 0.1237
H 0.2868 5.5000 -0.0571
H 2.7290 5.9382 -0.1217
H 4.9845 5.1013 -0.1921
N 1.6269 0.0862 1.7330
C 2.4970 0.4938 2.6907
C 2.5845 1.8156 3.1834
C 3.5101 2.1554 4.1527
C 4.3908 1.2128 4.6708
C 4.3327 -0.0906 4.1882
C 3.4123 -0.4454 3.2213
H 1.9342 2.5735 2.7663
H 3.5539 3.1833 4.4963
H 5.1151 1.4895 5.4269
H 5.0173 -0.8410 4.5688
H 3.3817 -1.4596 2.8394
Br -2.2393 -4.7496 5.2143
C -1.6722 -3.4703 3.9254
C -2.6010 -2.6392 3.3276
C -2.1305 -1.7299 2.3938
N -0.8512 -1.6229 2.0558
C 0.0225 -2.4237 2.6532
C -0.3324 -3.3736 3.5966
H -3.6516 -2.6885 3.5748
H -2.8203 -1.0557 1.8992
H 1.0588 -2.2647 2.3752
H 0.4131 -4.0033 4.0606
```

Summary:
Net charge   -1
HOMO level (alpha / beta)   -0.126 / -0.133 hartree
2S+1   2
Lowest unoccupied orbital energy (alpha / beta)   2.283 / 2.283 eV
Orbital gap (alpha / beta)   0.21008 / 0.21689 Ha

***

2.
Below is a cluster of 2 separate species, C12H17N in total, with properties calculated with ωB97M-V/def2-TZVPD.

The geometry in XYZ format:
```
30
Properties=species:S:1:pos:R:3
C 0.7162 -2.5472 1.9491
C 0.1454 -3.3271 0.7875
C 2.1708 -2.9151 2.2502
H 0.4622 -1.4325 1.7156
H 0.2660 -2.6715 2.9471
H 0.7633 -4.1984 0.9109
H 2.3316 -3.9592 2.1929
H 0.1022 -2.7556 -0.0844
H -0.9191 -3.5694 1.0564
H 2.8033 -2.5399 1.3902
H 2.5768 -2.4889 3.1184
C 2.2404 -0.0346 -0.2405
C -0.9907 1.7400 -0.1532
C -0.1097 0.9478 -0.8661
C 1.1024 0.8629 -0.0916
C 0.8943 1.7125 0.9922
C -2.6176 1.1707 -1.7673
C -2.3699 1.9819 -0.6773
C -1.7332 0.2479 -2.4535
C -0.4742 0.1270 -1.9976
N -0.2937 2.4758 0.8180
H -3.6285 1.2396 -2.2292
H -2.9126 2.7058 -0.2376
H -2.0788 -0.5254 -3.1896
H 0.3328 -0.6717 -2.1851
H -0.9290 2.8482 1.6004
H 1.5391 1.9253 1.7720
H 2.1168 -0.9187 0.4324
H 3.1532 0.3489 -0.1240
H 2.2312 -0.4668 -1.2050
```

Summary:
Net charge   -1
HOMO level (alpha / beta)   0.030 / -0.116 hartree
2S+1   2
Lowest unoccupied orbital energy (alpha / beta)   3.468 / 3.414 eV
Orbital gap (alpha / beta)   0.09724 / 0.24159 Ha

***

3.
Below is a structure of composition C14H25Br8IO3S2, with properties calculated with ωB97M-V/def2-TZVPD.

The geometry in XYZ format:
```
53
Properties=species:S:1:pos:R:3
O -3.4657 1.9719 0.0947
C -2.4230 1.7425 -0.5656
O -1.0534 1.6661 -0.0775
C -0.3060 1.9181 -1.2977
C 1.2947 1.8891 -1.2958
C 1.9691 0.4321 -1.2936
C 1.6511 -0.4597 0.0120
S 1.8476 -2.2660 -0.5077
C -1.1425 0.9690 -2.2755
S -0.6037 0.7671 -4.0445
I -1.5412 -1.1081 -1.5866
O -2.4637 1.5684 -2.0166
H -0.6017 2.9862 -1.6114
H 1.6301 2.3984 -2.2830
H 1.6876 2.5849 -0.4560
H 1.7137 -0.1713 -2.2397
H 3.1154 0.6070 -1.2805
H 2.4634 -0.2404 0.7981
H 0.6147 -0.2688 0.4640
H 1.1895 -3.0657 0.4303
H 0.1594 -0.4070 -4.1182
Br 0.9237 -4.7550 3.3336
C -1.0151 -4.9136 3.2057
C -1.4172 -5.7862 2.0429
Br -1.2489 -4.8306 0.3532
H -1.4137 -3.9006 3.1427
H -1.3264 -5.3636 4.1501
H -2.4722 -6.0574 2.1123
H -0.8190 -6.6936 1.9560
Br -2.5122 -2.1199 5.3785
C -4.0398 -1.0980 4.7284
C -4.9195 -1.9363 3.8342
Br -4.1347 -2.1422 2.0621
H -3.6422 -0.2116 4.2335
H -4.5815 -0.7953 5.6263
H -5.8776 -1.4419 3.6644
H -5.0978 -2.9396 4.2216
Br 5.3969 0.9339 -0.2322
C 6.0498 -0.9023 -0.2757
C 6.7844 -1.1910 -1.5610
Br 5.5431 -1.4552 -3.0405
H 5.1870 -1.5507 -0.1166
H 6.7231 -0.9848 0.5793
H 7.3391 -2.1278 -1.4849
H 7.4664 -0.3934 -1.8567
Br 0.5133 5.5236 -2.1077
C -0.9677 6.5409 -2.8637
C -2.2966 6.0433 -2.3493
Br -2.8212 4.3821 -3.2255
H -0.8747 6.4788 -3.9481
H -0.7943 7.5709 -2.5470
H -3.0906 6.7527 -2.5888
H -2.2996 5.8506 -1.2761
```

Summary:
Net charge   0
HOMO level   -0.310 hartree
2S+1   1
Lowest unoccupied orbital energy   0.012 eV
Orbital gap   0.31082 Ha

***

4.
Below is a cluster of 3 separate species, C5H8O2 in total, with properties calculated with ωB97M-V/def2-TZVPD.

The geometry in XYZ format:
```
15
Properties=species:S:1:pos:R:3
C -1.9181 -0.1087 -0.2230
C -0.9585 0.8401 0.0186
O -0.4454 0.9299 1.3201
C 0.8701 0.4926 1.0821
C 1.0808 -0.8338 0.3649
C 1.1078 0.3158 -0.3469
O 1.6706 0.9238 -1.4127
H -1.0209 -1.4283 -0.1943
H -2.4268 -0.5570 0.6264
H -2.4564 -0.1002 -1.1673
H -0.7883 1.6984 -0.6275
H 1.5733 0.8518 1.8354
H -0.1876 -1.6070 0.0450
H 1.7218 -1.6777 0.5818
H 2.0383 0.2399 -1.9893
```

Summary:
Net charge   0
HOMO level   -0.306 hartree
2S+1   1
Lowest unoccupied orbital energy   0.664 eV
Orbital gap   0.32998 Ha

***

5.
Below is a structure of composition C37H28N4OP2S3Se2Ta, with properties calculated with ωB97M-V/def2-TZVPD.

The geometry in XYZ format:
```
78
Properties=species:S:1:pos:R:3
Ta -0.0369 -0.4477 0.6169
S 2.2801 -1.2420 0.1381
P 2.3011 0.5174 -0.9479
C 0.9877 1.3581 -0.2724
P 1.1639 2.2354 1.1826
S 0.1722 1.1068 2.5896
C 0.4807 3.8963 1.0858
C 0.3900 4.5281 -0.1490
C -0.0713 5.8337 -0.2273
C -0.4465 6.5023 0.9274
C -0.3563 5.8723 2.1640
C 0.1102 4.5724 2.2460
C 2.8333 2.4638 1.8444
C 3.5617 3.5955 1.4799
C 4.8519 3.7716 1.9494
C 5.4188 2.8267 2.7927
C 4.6994 1.7004 3.1585
C 3.4107 1.5147 2.6845
C 2.0517 0.1408 -2.6898
C 2.7410 -0.9150 -3.2794
C 2.6064 -1.1506 -4.6359
C 1.7938 -0.3312 -5.4090
C 1.1106 0.7239 -4.8252
C 1.2380 0.9593 -3.4638
C 3.9354 1.2731 -0.9225
C 4.9958 0.7411 -0.2068
C 6.2460 1.3381 -0.2848
C 6.4323 2.4617 -1.0725
C 5.3681 2.9971 -1.7901
C 4.1228 2.4012 -1.7214
H 0.6841 3.9898 -1.0433
H -0.1402 6.3263 -1.1875
H -0.8116 7.5185 0.8683
H -0.6500 6.3968 3.0625
H 0.1799 4.0837 3.2111
H 3.1211 4.3469 0.8356
H 5.4097 4.6518 1.6611
H 6.4229 2.9724 3.1683
H 5.1366 0.9649 3.8200
H 2.8485 0.6364 2.9757
H 3.3751 -1.5599 -2.6816
H 3.1334 -1.9769 -5.0925
H 1.6900 -0.5230 -6.4682
H 0.4718 1.3599 -5.4224
H 0.7091 1.7796 -2.9964
H 4.8513 -0.1335 0.4149
H 7.0740 0.9220 0.2726
H 7.4091 2.9219 -1.1344
H 5.5135 3.8701 -2.4118
H 3.3020 2.8073 -2.3026
O -1.8253 -1.4310 0.9835
N -2.0969 -2.3184 1.9377
C -3.3843 -2.7118 2.0726
C -3.7044 -3.6427 3.0182
C -2.6882 -4.1697 3.8271
C -1.3919 -3.7509 3.6646
C -1.0851 -2.7939 2.6872
S 0.4820 -2.1822 2.3527
H -4.0700 -2.2369 1.3882
H -4.7316 -3.9570 3.1208
H -2.9264 -4.9088 4.5790
H -0.5881 -4.1382 4.2723
Se -1.5656 -2.0518 -3.7677
C -0.9509 -1.4487 -2.2699
N -0.5315 -1.0378 -1.2414
Se -1.7847 1.9982 -1.3351
N -1.7869 1.0711 0.2147
C -2.9825 1.2047 0.7710
C -3.3822 0.7167 2.0560
C -4.6433 0.9666 2.4830
C -5.5942 1.6931 1.6888
C -5.2499 2.1984 0.4842
C -3.9189 1.9811 0.0004
N -3.4661 2.4668 -1.1362
H -2.6647 0.2102 2.6838
H -4.9479 0.6289 3.4650
H -6.5887 1.8491 2.0830
H -5.9348 2.7702 -0.1250
```

Summary:
Net charge   +1
HOMO level   -0.389 hartree
2S+1   1
Lowest unoccupied orbital energy   -3.706 eV
Orbital gap   0.25251 Ha

***

6.
Below is a cluster of 12 separate species, C39H108F9N9O18S3 in total, with properties calculated with ωB97M-V/def2-TZVPD.

The geometry in XYZ format:
```
186
Properties=species:S:1:pos:R:3
C -1.8095 1.9219 -7.6747
C -0.8341 3.1079 -7.8618
C -0.9700 3.8081 -9.2395
O -0.3116 5.0381 -9.3185
C -0.4448 5.7163 -10.5906
N -1.0502 4.1449 -6.7524
H -1.9880 4.5111 -6.6716
H -0.8149 3.7544 -5.8511
H -0.5350 5.0079 -6.8510
H -2.8585 2.1641 -7.8455
H -1.8650 1.5588 -6.6485
H -1.5633 1.0905 -8.3352
H 0.2278 2.8831 -7.7622
H -2.0288 3.8688 -9.4912
H -0.5428 3.1861 -10.0261
H -0.0124 6.7133 -10.5058
H -1.5106 5.7427 -10.8176
H 0.0421 5.2981 -11.4716
C -10.2409 -3.2558 -2.4523
C -9.4891 -3.8856 -3.5656
C -8.6348 -2.7740 -4.3145
O -7.8686 -1.9826 -3.4444
C -6.8380 -1.2218 -4.1421
N -8.6980 -5.0861 -3.0880
H -8.4552 -5.0237 -2.1096
H -9.2028 -5.9452 -3.2532
H -7.8655 -5.1589 -3.6552
H -10.6199 -2.2862 -2.7754
H -9.5842 -3.0855 -1.5992
H -11.1203 -3.7268 -2.0130
H -10.0898 -4.4168 -4.3038
H -9.3268 -2.0776 -4.7880
H -8.0386 -3.2593 -5.0873
H -6.0214 -1.8285 -4.5336
H -6.4022 -0.4973 -3.4542
H -7.1782 -0.5191 -4.9027
C 5.9592 -3.5498 -0.0298
C 7.2223 -2.6759 -0.2900
C 7.4039 -1.5497 0.7768
O 7.4606 -2.1547 2.0785
C 7.3460 -1.1277 3.1151
N 8.3872 -3.6994 -0.1837
H 8.2650 -4.3042 -0.9833
H 9.3051 -3.2880 -0.2749
H 8.3966 -4.2550 0.6598
H 5.9152 -3.7887 1.0328
H 6.0084 -4.5545 -0.4496
H 5.0267 -3.0632 -0.3156
H 7.2480 -2.3215 -1.3204
H 6.5463 -0.8808 0.7055
H 8.3354 -1.0134 0.5954
H 6.4794 -0.4666 3.1202
H 8.1515 -0.4104 2.9573
H 7.4949 -1.5968 4.0877
C -2.1558 -6.1052 1.2768
C -1.2054 -4.8858 1.1977
C -0.3128 -4.7344 2.5005
O 0.8502 -3.9121 2.1743
C 1.8298 -3.9769 3.2381
N -0.4015 -5.0786 -0.1109
H 0.3734 -5.7175 -0.0038
H -0.9060 -5.4564 -0.9001
H -0.0590 -4.1763 -0.4086
H -2.9313 -6.0548 0.5125
H -2.5096 -6.0722 2.3072
H -1.5276 -6.9943 1.2225
H -1.7677 -3.9580 1.0924
H -0.0111 -5.7678 2.6713
H -0.8057 -4.3221 3.3809
H 2.4939 -3.1558 2.9681
H 2.3400 -4.9300 3.3779
H 1.4883 -3.5832 4.1954
C 3.2323 7.4947 1.4181
C 3.8933 7.6554 2.7909
C 4.1938 6.2723 3.4948
O 4.8625 6.5085 4.7093
C 5.3568 5.3735 5.3146
N 5.2183 8.3768 2.5455
H 5.1905 9.2437 2.0279
H 5.6363 8.5634 3.4458
H 5.9231 7.8589 2.0405
H 2.2333 7.0813 1.5571
H 3.6210 6.6594 0.8357
H 3.1562 8.4162 0.8410
H 3.3957 8.3544 3.4631
H 4.6818 5.4941 2.9078
H 3.2955 5.7473 3.8196
H 4.6339 4.5793 5.5012
H 5.7374 5.6291 6.3035
H 6.2847 5.0464 4.8454
C 4.6333 -8.6431 -5.4939
C 3.5797 -7.5872 -5.1247
C 3.7925 -6.1137 -5.4549
O 2.6466 -5.4021 -5.0828
C 2.6523 -4.0948 -5.5474
N 2.2419 -8.1029 -5.7613
H 1.7834 -8.9461 -5.4470
H 1.4715 -7.4891 -5.5377
H 2.2997 -8.1023 -6.7696
H 4.3296 -9.5852 -5.0376
H 5.5943 -8.3648 -5.0612
H 4.8220 -8.7631 -6.5608
H 3.4245 -7.6993 -4.0516
H 3.9987 -5.9980 -6.5189
H 4.6252 -5.8898 -4.7881
H 3.1403 -4.0185 -6.5191
H 3.2596 -3.4883 -4.8755
H 1.7094 -3.5497 -5.5032
C -4.1924 10.1893 -1.3629
C -3.9543 8.8801 -0.5308
C -4.3408 7.5142 -1.2162
O -3.9692 6.4333 -0.3349
C -3.9422 5.1027 -0.7636
N -2.4330 8.7848 -0.3619
H -2.1016 9.6670 0.0015
H -2.1992 8.0498 0.2901
H -2.0859 8.5182 -1.2721
H -3.8682 10.0479 -2.3939
H -3.8654 11.1545 -0.9760
H -5.2751 10.3118 -1.3361
H -4.2715 8.9408 0.5102
H -3.6560 7.2795 -2.0311
H -5.3900 7.4413 -1.5027
H -3.5524 4.4177 -0.0106
H -3.3832 5.1315 -1.6989
H -4.9607 4.8149 -1.0241
C -5.3828 -2.8067 8.7073
C -5.5918 -2.7371 7.1965
C -4.6221 -1.7113 6.4974
O -4.7652 -1.6053 5.1340
C -4.3054 -0.4440 4.4973
N -5.1494 -4.0955 6.5354
H -5.5491 -4.2638 5.6232
H -4.1809 -4.3522 6.4083
H -5.4458 -4.8303 7.1617
H -4.4444 -3.2711 9.0101
H -6.2108 -3.3627 9.1471
H -5.5020 -1.8148 9.1432
H -6.6493 -2.5595 7.0007
H -3.6124 -2.0551 6.7216
H -4.6927 -0.6958 6.8872
H -4.7712 0.5181 4.7103
H -4.4423 -0.5212 3.4187
H -3.2161 -0.4846 4.4959
C 1.1157 1.7717 11.3644
C 0.6206 0.5776 10.5573
C 0.1052 0.8774 9.1009
O 1.2276 1.2187 8.2316
C 0.8278 1.5438 6.9375
N 1.8123 -0.4236 10.4217
H 2.0853 -0.8045 11.3165
H 1.5409 -1.1777 9.8070
H 2.6336 -0.0397 9.9765
H 2.0257 2.1813 10.9260
H 1.4348 1.5031 12.3714
H 0.3523 2.5451 11.4490
H -0.1404 0.0385 11.1217
H -0.6040 1.7000 9.1934
H -0.4556 0.0141 8.7428
H 0.2988 0.7326 6.4372
H 1.6591 1.6788 6.2455
H 0.0864 2.3426 6.9587
C 0.9488 1.3600 -0.2402
F 0.8140 0.7275 0.9448
F 0.5239 2.6683 -0.0502
F 2.1547 1.3790 -0.7443
S -0.2350 0.4806 -1.4393
O -0.3151 1.4938 -2.5152
O 0.3595 -0.8012 -1.8467
O -1.5574 0.3139 -0.7754
C -2.7490 -4.3589 -6.3224
F -2.4141 -3.5687 -5.2738
F -3.8699 -3.9370 -7.0062
F -1.6871 -4.4421 -7.2175
S -2.9872 -6.1556 -5.6072
O -1.8683 -6.3441 -4.6883
O -4.2802 -6.1529 -4.9285
O -2.8798 -7.0747 -6.7832
C 7.9848 3.9434 -1.6105
F 8.2640 2.6205 -1.7717
F 8.4602 4.6703 -2.6155
F 6.6715 4.0904 -1.3983
S 8.9497 4.5807 -0.0453
O 10.3580 4.7783 -0.3173
O 8.2465 5.8524 0.2829
O 8.7146 3.5893 1.0251
```

Summary:
Net charge   +6
HOMO level   -0.522 hartree
2S+1   1
Lowest unoccupied orbital energy   -10.039 eV
Orbital gap   0.15345 Ha

***

7.
Below is a cluster of 4 separate species, C2H12O3S2 in total, with properties calculated with ωB97M-V/def2-TZVPD.

The geometry in XYZ format:
```
19
Properties=species:S:1:pos:R:3
C -0.0868 -2.0855 -2.0049
C 0.2750 -0.8161 -1.0681
S -0.5215 0.6798 -1.7019
S 0.9809 2.0332 -1.1876
H -0.8511 -2.7632 -1.5636
H -0.2168 -1.7830 -3.1231
H 0.8924 -2.7091 -2.2025
H 0.1282 -0.7694 0.0144
H 1.4071 -0.6094 -1.3499
H 0.0446 2.6168 -0.2796
O 1.8430 0.1056 2.8782
H 1.2048 0.5550 2.3897
H 1.4792 0.1432 3.7085
O -2.5317 0.1808 0.7809
H -3.4082 -0.0693 0.9464
H -2.1793 0.0537 -0.0820
O -0.1543 -2.1985 3.7780
H 0.2084 -3.0838 3.9110
H -0.4462 -2.2837 2.8048
```

Summary:
Net charge   0
HOMO level   -0.328 hartree
2S+1   1
Lowest unoccupied orbital energy   0.209 eV
Orbital gap   0.33589 Ha
Structure (SMILES)   CCSS.O.O.O

***

no.,maximum force (Eh/bohr),energy (eV)
1,0.0187,-126382.5401
2,0.1204,-14206.6087
3,0.1206,-611174.9693
4,0.0078,-9403.0123
5,0.0094,-230156.6985
6,0.0728,-149356.6094
7,0.0701,-30080.1096